ORCA calculation (the ωB97M-V functional and the def2-TZVPD basis) on a molecular structure, C30H55BInO2P2.

Output
charge	+1
DFT total energy	-60519.6621	eV
energy above the lowest of the compared OMol25 structures with the same formula, charge and spin	0.0	kcal/mol
orbital gap	7.314	eV

Last column: Löwdin charge in e.
Cartesian coordinates (Å):
In: -0.0511 -0.1109 0.1021  0.553
C: 1.6796 1.5394 -0.0840  -0.286
C: 1.1323 1.3263 -1.4077  -0.292
C: -0.5855 2.1707 -0.0368  -0.287
C: 0.6115 2.0404 0.7676  -0.295
C: -0.2597 1.7487 -1.3930  -0.285
C: 3.0979 1.3579 0.3260  -0.034
H: 3.6412 0.7188 -0.3754  0.063
H: 3.2000 0.9324 1.3332  0.078
H: 3.5888 2.3402 0.3279  0.102
C: 0.7193 2.3774 2.2082  -0.015
H: 1.5764 1.8898 2.6874  0.093
H: -0.1785 2.0714 2.7571  0.041
H: 0.8365 3.4634 2.3173  0.107
C: -1.8971 2.6739 0.4465  -0.016
H: -1.8830 3.7710 0.4785  0.104
H: -2.1160 2.3130 1.4568  0.051
H: -2.7276 2.3616 -0.1978  0.090
C: -1.1627 1.8244 -2.5714  -0.034
H: -1.1408 2.8549 -2.9479  0.102
H: -2.2034 1.5804 -2.3263  0.072
H: -0.8305 1.1665 -3.3802  0.072
C: 1.8998 0.9132 -2.6186  -0.036
H: 2.1793 1.8127 -3.1835  0.100
H: 1.3154 0.2662 -3.2871  0.075
H: 2.8200 0.3827 -2.3562  0.066
C: 2.7311 -7.0682 0.1060  -0.116
C: 3.7048 -6.5489 -0.6525  -0.126
C: 4.0277 -6.7820 -2.0981  -0.188
C: 2.9087 -7.3922 -2.9775  -0.196
C: 1.6628 -6.5571 -3.0117  -0.106
C: 0.6403 -6.5378 -2.1468  -0.134
C: 0.4147 -7.3466 -0.9058  -0.191
C: 1.6527 -8.0358 -0.2807  -0.196
H: 4.9283 -7.4131 -2.1824  0.120
H: 2.7071 -8.4218 -2.6619  0.101
H: 4.3144 -5.8092 -2.5331  0.110
H: 2.0202 -8.8205 -0.9510  0.102
H: 2.6947 -6.7379 1.1562  0.102
H: 4.4003 -5.8595 -0.1563  0.099
H: 1.3050 -8.5549 0.6335  0.116
H: -0.0246 -6.6739 -0.1480  0.097
H: -0.1810 -5.8450 -2.3737  0.090
H: -0.3578 -8.1116 -1.0955  0.120
H: 3.3100 -7.4629 -4.0069  0.116
H: 1.6068 -5.8558 -3.8592  0.105
P: 1.2567 -2.0232 0.3515  0.766
P: -1.6078 -1.5072 -0.9565  0.746
C: 0.1983 -3.4285 -0.1112  -0.353
C: -1.2922 -3.0895 -0.1224  -0.351
H: 0.4251 -4.2499 0.5864  0.099
H: 0.5273 -3.7520 -1.1108  0.084
H: -1.8886 -3.8527 -0.6489  0.104
H: -1.6812 -2.9897 0.9005  0.097
C: -3.2875 -1.0841 -0.6614  -0.208
H: -3.6057 -0.1867 -1.2109  0.073
H: -3.4968 -0.9354 0.3996  0.041
H: -3.8512 -1.9564 -1.0213  0.071
C: -1.4382 -1.8249 -2.6979  -0.221
H: -1.9821 -2.7591 -2.9207  0.065
H: -0.3937 -1.9344 -3.0194  0.058
H: -1.8932 -1.0104 -3.2806  0.059
C: 1.7513 -2.2638 2.0387  -0.216
H: 2.3705 -1.4447 2.4393  0.071
H: 2.3363 -3.1971 2.0246  0.064
H: 0.8806 -2.4046 2.6866  0.066
C: 2.7312 -2.2303 -0.6221  -0.217
H: 2.5693 -1.9995 -1.6833  0.060
H: 3.0341 -3.2881 -0.5277  0.057
H: 3.5477 -1.5997 -0.2449  0.060
C: -1.9610 2.0079 4.5592  -0.020
C: -2.2495 0.5364 4.2552  -0.449
C: -2.4420 -0.1777 5.5675  -0.014
O: -1.1525 -0.0473 3.4857  0.081
B: -1.5318 -0.0479 2.1757  -0.580
O: -2.8385 0.3271 1.9663  -0.005
C: -3.4985 0.3640 3.2725  -0.444
C: -4.2237 -0.9778 3.4162  -0.011
C: -4.5020 1.4919 3.3078  -0.006
H: -1.0293 2.1106 5.1380  0.108
H: -2.7690 2.4247 5.1802  0.099
H: -1.8981 2.6697 3.6815  0.082
H: -1.5807 -0.0217 6.2231  0.098
H: -3.3283 0.2391 6.0775  0.107
H: -2.5850 -1.2558 5.4566  0.090
H: -4.7363 -1.0114 4.3834  0.095
H: -4.9952 -1.0684 2.6385  0.096
H: -3.5527 -1.8428 3.3273  0.098
H: -4.0718 2.4665 3.0645  0.087
H: -5.3044 1.3197 2.5835  0.098
H: -4.9595 1.5504 4.3101  0.107



ORCA calculation (the ωB97M-V functional and the def2-TZVPD basis) on 8 unconnected molecules or ions with the total composition C30H55F18N10P3.

Output
charge	+2
DFT total energy	-123689.4086	eV
energy above the lowest of the compared OMol25 structures with the same formula, charge and spin	0.0	kcal/mol
orbital gap	8.170	eV

Last column: Löwdin charge in e.
Cartesian coordinates (Å):
C: 2.3629 -3.2487 -2.5343  -0.050
C: 3.5376 -3.5619 -1.5894  -0.141
N: 3.8565 -2.4659 -0.6708  -0.052
C: 3.1878 -2.1634 0.4780  -0.010
C: 3.7446 -1.0569 1.0465  -0.007
N: 4.8000 -0.7264 0.2360  -0.070
C: 4.8420 -1.5719 -0.8087  -0.009
C: 5.6215 0.5020 0.3939  0.049
H: 2.6691 -2.3955 -3.1478  0.072
H: 1.5389 -2.8499 -1.9429  0.064
H: 2.1970 -4.1275 -3.1486  0.071
H: 4.4302 -3.8822 -2.1173  0.136
H: 3.1795 -4.2948 -0.8631  0.126
H: 2.3610 -2.7713 0.8044  0.132
H: 3.5576 -0.4897 1.9398  0.138
H: 5.4101 -1.4249 -1.7119  0.165
H: 4.8783 1.2943 0.4521  0.092
H: 6.2945 0.6531 -0.4440  0.100
H: 6.1812 0.3832 1.3175  0.110
C: 0.0982 -6.6774 -4.0228  -0.041
C: -1.1478 -6.8177 -3.1062  -0.143
N: -1.4896 -5.5292 -2.4996  -0.053
C: -2.4629 -4.6267 -2.9112  0.016
C: -2.4838 -3.6623 -1.9628  0.011
N: -1.3586 -3.8276 -1.1571  -0.061
C: -0.8304 -5.0037 -1.4454  -0.030
C: -0.8980 -2.8898 -0.1437  0.010
H: 0.8968 -6.1816 -3.4733  0.052
H: -0.2130 -6.1222 -4.9054  0.079
H: 0.4639 -7.6504 -4.3455  0.087
H: -1.1365 -7.5470 -2.2998  0.133
H: -1.9977 -7.0606 -3.7431  0.128
H: -3.0381 -4.8122 -3.8015  0.147
H: -3.0904 -2.7785 -1.8383  0.117
H: 0.0116 -5.4086 -0.9082  0.167
H: -0.0443 -3.3725 0.3269  0.089
H: -1.6917 -2.6145 0.5500  0.103
H: -0.6380 -1.9093 -0.5460  0.073
C: 3.4807 5.5200 1.7367  -0.057
C: 2.1369 4.8113 1.5145  -0.154
N: 1.0001 5.6615 1.9064  -0.052
C: 0.7839 6.9889 1.6370  -0.006
C: -0.4175 7.3317 2.1978  0.010
N: -0.9377 6.1833 2.7455  -0.065
C: -0.0239 5.2016 2.6450  0.027
C: -2.2527 6.1012 3.3857  0.029
H: 3.6432 5.7547 2.7911  0.091
H: 3.5869 6.5152 1.3063  0.073
H: 4.2159 4.8103 1.3620  0.074
H: 2.0246 3.8517 2.0078  0.111
H: 1.9672 4.7294 0.4380  0.126
H: 1.4486 7.4986 0.9614  0.132
H: -1.0119 8.2281 2.2103  0.137
H: -0.1449 4.1758 2.9648  0.160
H: -2.1796 5.8569 4.4448  0.094
H: -2.8999 5.3918 2.8773  0.096
H: -2.7494 7.0701 3.3665  0.100
C: -0.7990 -2.3241 -4.7752  -0.060
C: -0.4295 -0.9853 -5.4428  -0.138
N: 0.4059 -0.1213 -4.6080  -0.018
C: 0.0854 0.2571 -3.3235  0.017
C: 1.1435 0.9848 -2.8438  0.011
N: 2.1017 1.0096 -3.8324  -0.101
C: 1.6748 0.2551 -4.8527  -0.016
C: 3.3838 1.6876 -3.8131  0.021
H: 0.0502 -3.0085 -4.6908  0.067
H: -1.4688 -2.9228 -5.3912  0.089
H: -1.2132 -2.1117 -3.7912  0.048
H: -1.3230 -0.4620 -5.7740  0.134
H: 0.1257 -1.2648 -6.3381  0.127
H: -0.8761 0.0316 -2.8840  0.095
H: 1.3047 1.6329 -1.9981  0.132
H: 2.1729 0.2033 -5.8077  0.169
H: 3.2396 2.7244 -4.1071  0.113
H: 4.0538 1.1929 -4.5139  0.102
H: 3.8104 1.5400 -2.8228  0.093
C: -1.1554 -2.2873 3.8230  -0.066
C: -2.4777 -1.8547 4.3964  -0.136
N: -3.1355 -0.8965 3.4700  -0.024
C: -4.2817 -1.0649 2.7356  -0.020
C: -4.4790 0.0525 1.9876  -0.015
N: -3.4113 0.8820 2.2418  -0.050
C: -2.7202 0.3596 3.2622  -0.031
C: -3.1562 2.1727 1.6001  0.024
H: -0.6452 -2.8053 4.6423  0.089
H: -0.4832 -1.4946 3.5055  0.058
H: -1.2373 -3.0435 3.0386  0.063
H: -2.2850 -1.3204 5.3275  0.124
H: -3.1750 -2.6500 4.6462  0.129
H: -4.8722 -1.9633 2.7982  0.129
H: -5.2576 0.2211 1.2664  0.126
H: -1.8000 0.8081 3.6011  0.133
H: -2.4536 1.9424 0.7996  0.066
H: -2.6794 2.8182 2.3334  0.079
H: -4.0532 2.5673 1.1355  0.105
P: 0.7467 0.7455 1.2648  0.244
F: 0.9482 0.1471 -0.2215  -0.157
F: 1.1617 -0.6800 2.0317  -0.194
F: 2.2326 1.3242 1.3205  -0.138
F: 0.4176 1.1774 2.7995  -0.171
F: 0.1296 2.2121 0.8640  -0.166
F: -0.7867 0.1659 1.1295  -0.175
P: -1.2996 2.6616 6.1030  0.173
F: -1.1509 4.2586 5.7759  -0.199
F: -2.5062 3.0074 7.1163  -0.146
F: -2.3982 2.6509 4.8796  -0.198
F: -1.4776 1.0669 6.2282  -0.150
F: -0.0108 2.4174 5.1359  -0.191
F: -0.2279 2.7887 7.3139  -0.153
P: -3.5211 0.3253 -2.1509  0.199
F: -2.5859 -0.5927 -1.1419  -0.194
F: -2.5310 1.5581 -1.8022  -0.153
F: -2.7320 -0.0381 -3.5077  -0.154
F: -4.5359 1.2986 -2.9362  -0.130
F: -4.4618 -0.9705 -2.3729  -0.152
F: -4.3649 0.7208 -0.7853  -0.190